# 1
The following is a quantum chemistry calculation of 7 unconnected molecules or ions with the total composition C46H86BClN3O9S, from OMol25.

Each line ends with the Löwdin charge.
Geometry (Å):
C 2.2857 -4.7451 3.1754  -0.1154
C 1.5055 -5.8017 2.2124  -0.2371
C 0.7366 -4.8785 1.1037  -0.2201
C 1.7977 -4.6440 -0.0965  -0.2065
C 2.4536 -3.1631 -0.0899  -0.1935
C 2.1908 -2.5120 -1.5401  -0.1897
C 1.1187 -1.2964 -1.4607  -0.2251
C -0.1708 -1.6420 -0.5770  -0.1581
C -1.3695 -0.5268 -0.7091  -0.6137
S -0.8303 1.0351 -1.5611  0.8279
N -2.2990 -1.1582 -1.7487  0.0610
C -3.3810 -1.8813 -1.0778  -0.1926
N -3.5798 -3.1893 -1.4226  0.2009
N -4.2171 -1.3345 -0.0405  0.1568
B -5.5595 -1.1406 -0.6943  -0.4953
C -6.8585 -1.8330 0.0506  -0.0189
O -5.8077 -0.4456 -1.9228  0.1184
C -3.6639 -0.1290 0.6644  -0.2645
C -4.3025 -0.2345 2.1557  -0.1491
O -4.0987 0.9250 2.9728  -0.2038
C -5.1576 1.1331 3.9359  -0.1297
C -4.9585 2.6519 4.4845  -0.1457
O -6.0661 3.4888 4.0339  -0.2084
C -5.9780 4.7996 4.6330  -0.2540
C -4.8584 5.7540 3.9737  -0.0929
C -3.8573 1.2717 -0.0638  -0.1032
C -5.0590 2.2179 0.3175  -0.1302
C -4.8095 3.7552 0.0547  -0.0076
C -5.8689 4.8467 0.3599  -0.0714
C -7.2691 4.4764 0.9064  -0.0575
C -7.5432 2.9543 1.1563  -0.0416
C -6.4503 1.8849 0.8770  -0.0343
C -2.0415 -0.3907 0.7307  -0.2320
C -1.2807 0.4788 1.8352  -0.5134
Cl -1.2702 -0.4462 3.4673  0.6367
C 0.2614 0.8307 1.6070  -0.2626
C 0.8418 1.3964 3.0321  -0.1666
H 2.5602 -5.2265 4.1906  0.0724
H 1.5813 -3.8569 3.3618  0.0716
H 3.2277 -4.4054 2.6209  0.0712
H 2.2266 -6.5445 1.7135  0.1045
H 0.6837 -6.3796 2.7630  0.0973
H -0.1494 -5.4726 0.6619  0.0988
H 0.4142 -3.8761 1.5412  0.0789
H 1.2369 -4.8711 -1.0825  0.0972
H 2.6839 -5.3837 -0.0587  0.1104
H 2.0878 -2.5329 0.7888  0.0962
H 3.5981 -3.2569 0.0387  0.1161
H 1.9508 -3.2674 -2.3658  0.1000
H 3.1846 -2.0110 -1.8543  0.1118
H 0.8259 -1.0780 -2.5581  0.1092
H 1.6900 -0.4049 -1.0026  0.0907
H 0.0734 -1.8492 0.5342  0.0915
H -0.5696 -2.6550 -0.9760  0.1303
H 0.4807 1.3577 -1.2489  -0.0894
H -2.7587 -0.3825 -2.2830  0.0858
H -3.3556 -3.9312 -0.7321  0.1560
H -4.0080 -3.4161 -2.3323  0.1507
H -7.1326 -2.8402 -0.4393  0.0896
H -7.7698 -1.1437 0.0632  0.0801
H -6.6027 -2.0912 1.1475  0.0778
H -6.7617 -0.6117 -2.1202  0.1319
H -5.4159 -0.4796 2.1664  0.1088
H -3.7835 -1.1605 2.6264  0.1268
H -6.2149 1.0922 3.5084  0.1274
H -4.9974 0.4420 4.8353  0.1392
H -4.8191 2.6991 5.6196  0.1299
H -4.0028 3.1191 4.0254  0.1261
H -6.9707 5.3606 4.5582  0.1255
H -5.7173 4.7327 5.7590  0.1212
H -4.6767 6.6632 4.6657  0.0863
H -3.8465 5.2532 3.8146  0.0662
H -5.2158 6.1970 2.9734  0.0634
H -3.8418 1.1937 -1.2215  0.1210
H -2.9031 1.8914 0.1609  0.1048
H -3.8054 4.1101 -0.3489  0.0961
H -5.5961 5.9375 0.1732  0.0922
H -8.0440 5.2934 1.1293  0.0997
H -8.5923 2.7015 1.5594  0.1011
H -6.7013 0.8034 1.1069  0.0682
H -1.9872 -1.4628 1.1849  0.1329
H -1.8293 1.4786 2.0275  0.1293
H 0.9390 -0.0640 1.3640  0.1067
H 0.4511 1.7072 0.8785  0.0946
H 0.0800 2.0218 3.6032  0.0751
H 1.3486 0.5817 3.6524  0.0715
H 1.6918 2.1293 2.7412  0.0625
C 2.7884 0.5369 -4.7432  -0.0147
C 3.2194 1.4933 -3.6626  -0.4887
O 3.3052 1.1369 -2.4994  0.0391
C 3.5400 2.9054 -4.0734  -0.0139
H 2.5903 -0.4433 -4.3028  0.0665
H 1.8732 0.8990 -5.2167  0.0877
H 3.5824 0.4327 -5.4855  0.0911
H 2.6579 3.3726 -4.5170  0.0879
H 4.3677 2.9063 -4.7859  0.0910
H 3.8356 3.4805 -3.1924  0.0630
C 3.1670 -4.8559 -5.3801  -0.0236
C 1.7532 -4.3929 -5.6111  -0.5086
O 1.4377 -3.2260 -5.4631  0.0437
C 0.7448 -5.4286 -6.0322  -0.0250
H 3.7826 -4.0044 -5.0819  0.0828
H 3.1886 -5.6004 -4.5812  0.0864
H 3.5752 -5.2775 -6.3011  0.0889
H 0.6589 -6.1984 -5.2622  0.0851
H 1.0454 -5.8755 -6.9820  0.0889
H -0.2298 -4.9529 -6.1622  0.0812
C 4.3775 2.7703 0.7799  -0.0107
C 4.6667 4.1434 0.2334  -0.4924
O 4.6100 4.3716 -0.9613  0.0526
C 5.0281 5.2200 1.2203  -0.0203
H 4.1317 2.0967 -0.0452  0.0681
H 5.2579 2.3835 1.2977  0.0896
H 3.5257 2.8139 1.4624  0.0613
H 5.9375 4.9409 1.7568  0.0737
H 4.2052 5.3725 1.9225  0.0843
H 5.2099 6.1548 0.6859  0.0870
C 9.0098 4.0984 -1.2157  -0.0218
C 8.9260 3.6093 0.2056  -0.4994
O 8.4203 4.2897 1.0795  0.0507
C 9.4917 2.2463 0.5043  -0.0251
H 8.5640 5.0931 -1.2831  0.0853
H 10.0550 4.1614 -1.5261  0.0866
H 8.4596 3.4229 -1.8742  0.0863
H 10.5582 2.2271 0.2703  0.0869
H 8.9629 1.4886 -0.0780  0.0856
H 9.3622 2.0255 1.5660  0.0829
C -3.2188 1.9251 -6.3778  -0.0198
C -4.1738 0.7712 -6.2259  -0.4991
O -4.9420 0.4648 -7.1160  0.0764
C -4.1407 0.0096 -4.9264  -0.0370
H -3.3539 2.3793 -7.3615  0.0877
H -3.4214 2.6786 -5.6134  0.0863
H -2.1894 1.5692 -6.2948  0.0848
H -4.3850 0.6785 -4.0974  0.0724
H -3.1515 -0.4318 -4.7796  0.0815
H -4.8811 -0.7929 -4.9585  0.0815
C 5.5421 -5.0260 5.2970  -0.0325
C 5.8400 -3.6598 4.7383  -0.5052
O 5.7839 -3.4398 3.5422  0.0482
C 6.2097 -2.5766 5.7165  -0.0251
H 5.2913 -5.7043 4.4786  0.0792
H 6.4203 -5.4147 5.8170  0.0870
H 4.6913 -4.9706 5.9795  0.0833
H 7.1175 -2.8563 6.2553  0.0874
H 5.3888 -2.4130 6.4179  0.0859
H 6.3969 -1.6475 5.1738  0.0831

Output
Energy   -3528.43527 Eh
Charge   +1
Highest occupied orbital energy   -10.67 eV
Energy relative to the best compared isomer or geometry (same formula, charge and spin)   0.000 eV

---

# 2
The following is a quantum chemistry calculation of 9 unconnected molecules or ions with the total composition C46H88BF3N3O31P, from OMol25.

Each line ends with the Löwdin charge.
Geometry (Å):
C -0.2033 2.6735 6.6306  -0.0028
C -0.6030 1.4041 5.8906  -0.3190
F 0.3273 0.4196 6.1441  0.0061
C -0.9303 1.4836 4.3789  -0.3257
C -2.1556 2.3896 4.2798  0.0149
N -1.4011 0.1231 4.0600  0.1377
C -0.4881 -0.5148 3.2018  -0.4020
O -0.2026 -1.6787 3.2188  0.1547
C -0.0034 0.6310 2.2915  -0.0985
B -1.3138 0.7805 1.3610  -0.5256
O -1.8800 1.9514 0.9353  0.1829
N -1.8695 -0.5091 0.8660  -0.1018
C -1.9853 -0.4454 -0.6035  -0.0671
C -3.2036 -0.7865 1.3953  -0.0715
C 1.0817 0.2679 1.2748  -0.2896
C 2.0410 -0.8437 1.6595  -0.0003
F 1.7319 1.4002 0.8407  0.0173
C 0.2771 1.7025 3.3774  -0.1807
C 1.6150 1.6244 4.1333  -0.1185
P 3.0838 2.3123 3.3342  0.4686
O 2.8868 3.3710 2.3530  -0.2232
O 4.0312 1.1695 2.7289  -0.1051
O 3.9249 2.9072 4.5719  -0.1090
C 0.2215 3.1948 2.9994  -0.3516
O 0.3120 4.0193 3.8931  0.1290
N 0.1620 3.6179 1.6439  0.1904
C -0.4169 4.8416 1.4312  -0.4957
O 0.0271 5.6985 0.6670  0.1143
F -1.5804 5.0324 2.0684  0.1304
H 0.8725 2.7223 6.7191  0.0753
H -0.6174 3.5714 6.2086  0.0745
H -0.5736 2.5908 7.6429  0.0861
H -1.5160 1.0446 6.3415  0.1390
H -2.6176 2.3812 3.3037  0.0821
H -2.8988 2.0516 4.9884  0.0993
H -1.9631 3.4217 4.5213  0.0835
H -2.3840 -0.0493 3.9657  0.1326
H -2.8183 2.0282 1.1025  0.1073
H -2.7946 0.2232 -0.8973  0.0879
H -1.0820 -0.0674 -1.0640  0.0858
H -2.1972 -1.4348 -0.9849  0.0879
H -3.8655 0.0861 1.4530  0.0902
H -3.6921 -1.4849 0.7298  0.0848
H -3.1753 -1.2787 2.3593  0.0804
H 0.5744 -0.1053 0.3900  0.1294
H 2.9811 -0.6860 1.1580  0.0874
H 1.6033 -1.7730 1.3381  0.0916
H 2.2052 -0.8976 2.7261  0.0662
H 1.5311 2.1522 5.0649  0.0697
H 1.7918 0.5906 4.4225  0.1132
H 3.9816 0.3864 3.2869  0.0723
H 4.0507 2.2050 5.2195  0.0786
H 1.0592 3.5429 1.1764  0.1387
C 1.1335 -7.0068 1.7831  -0.0650
C 2.4416 -6.9554 2.5435  -0.2096
O 3.5731 -6.9508 1.6607  0.0409
C 3.8303 -5.7859 1.0743  -0.6200
O 3.2261 -4.7598 1.2389  0.1173
O 4.8757 -5.9490 0.2671  0.0107
C 5.2189 -4.7818 -0.4840  -0.0353
H 1.1251 -7.8570 1.0996  0.0801
H 0.2973 -7.1014 2.4754  0.0799
H 0.9889 -6.1040 1.1916  0.0734
H 2.5565 -7.8496 3.1524  0.1217
H 2.4847 -6.0934 3.2083  0.1231
H 5.3558 -3.9232 0.1689  0.0918
H 4.4484 -4.5735 -1.2246  0.0984
H 6.1532 -4.9914 -0.9961  0.0937
C 2.9470 5.8264 7.1352  -0.0533
C 3.7891 5.8392 8.3912  -0.2041
O 3.0488 6.3124 9.5274  0.0443
C 2.2049 5.4369 10.0589  -0.6182
O 2.0341 4.3010 9.7009  0.1149
O 1.5838 6.0294 11.0784  0.0078
C 0.5940 5.2194 11.7133  -0.0416
H 2.5102 6.8097 6.9557  0.0829
H 3.5519 5.5469 6.2725  0.0795
H 2.1264 5.1147 7.2217  0.0626
H 4.6205 6.5315 8.2782  0.1236
H 4.2059 4.8554 8.6057  0.1216
H 1.0077 4.2597 12.0136  0.0944
H -0.2540 5.0694 11.0469  0.0968
H 0.2680 5.7639 12.5943  0.0926
C -2.1275 -5.0170 -5.4075  -0.0559
C -1.2548 -5.0538 -4.1716  -0.2023
O -1.9391 -4.5207 -3.0249  0.0389
C -2.8339 -5.3314 -2.4714  -0.6091
O -3.0946 -6.4498 -2.8254  0.1131
O -3.4053 -4.6866 -1.4549  0.0026
C -4.4589 -5.4142 -0.8191  -0.0349
H -2.5049 -4.0070 -5.5757  0.0760
H -1.5675 -5.3377 -6.2853  0.0830
H -2.9909 -5.6712 -5.2961  0.0763
H -0.3811 -4.4200 -4.3073  0.1220
H -0.8986 -6.0616 -3.9602  0.1210
H -4.1240 -6.4040 -0.5184  0.0937
H -5.3167 -5.4940 -1.4847  0.1003
H -4.7385 -4.8454 0.0626  0.0906
C -7.3756 0.2421 -7.7582  -0.0545
C -7.0279 -1.0990 -7.1527  -0.2042
O -5.6075 -1.2757 -7.0497  0.0428
C -5.0181 -0.6215 -6.0545  -0.6139
O -5.5594 0.0742 -5.2352  0.1167
O -3.7112 -0.8638 -6.1237  0.0071
C -2.9331 -0.1502 -5.1607  -0.0329
H -6.8704 0.3724 -8.7160  0.0886
H -8.4508 0.3288 -7.9123  0.0855
H -7.0547 1.0483 -7.1050  0.0470
H -7.3755 -1.9057 -7.7945  0.1225
H -7.4932 -1.2308 -6.1763  0.1239
H -3.3109 -0.3145 -4.1539  0.0905
H -2.9295 0.9131 -5.3958  0.0969
H -1.9167 -0.5279 -5.2195  0.0931
C 8.2309 -0.5295 -0.8811  -0.0638
C 8.7530 -0.3866 -2.2938  -0.2088
O 10.0498 -0.9840 -2.4422  0.0405
C 10.0616 -2.3103 -2.5274  -0.6190
O 9.1019 -3.0343 -2.5144  0.1182
O 11.3297 -2.7043 -2.6253  0.0082
C 11.5043 -4.1222 -2.6543  -0.0391
H 8.9514 -0.1339 -0.1647  0.0827
H 7.2887 0.0057 -0.7644  0.0806
H 8.0640 -1.5775 -0.6354  0.0690
H 8.8880 0.6641 -2.5410  0.1226
H 8.0615 -0.8101 -3.0214  0.1230
H 10.8946 -4.5753 -3.4322  0.0948
H 11.2554 -4.5520 -1.6855  0.0982
H 12.5538 -4.2995 -2.8685  0.0927
C 0.4389 7.8215 3.6400  -0.0540
C 1.1231 8.7015 2.6192  -0.1975
O 0.8283 10.0938 2.8297  0.0425
C 1.4924 10.6716 3.8225  -0.6198
O 2.3213 10.1561 4.5244  0.1199
O 1.0929 11.9424 3.9019  0.0040
C 1.6864 12.6754 4.9738  -0.0445
H -0.6353 8.0137 3.6520  0.0866
H 0.6068 6.7708 3.4062  0.0610
H 0.8167 8.0133 4.6440  0.0695
H 0.7534 8.4720 1.6225  0.1193
H 2.2012 8.5468 2.6152  0.1265
H 2.7712 12.6079 4.9405  0.0940
H 1.3187 12.3085 5.9308  0.0973
H 1.3847 13.7106 4.8445  0.0912
C -4.0678 6.2145 -10.6055  -0.0652
C -4.1740 4.7104 -10.7380  -0.2123
O -3.9590 4.0470 -9.4842  0.0383
C -4.9874 4.0764 -8.6412  -0.6169
O -6.0634 4.5688 -8.8495  0.1265
O -4.6234 3.4444 -7.5271  0.0088
C -5.6151 3.4492 -6.4973  -0.0361
H -3.1142 6.4896 -10.1536  0.0820
H -4.1438 6.6870 -11.5845  0.0799
H -4.8605 6.6085 -9.9715  0.0746
H -3.3939 4.3366 -11.3978  0.1215
H -5.1342 4.4112 -11.1570  0.1228
H -6.5655 3.0753 -6.8649  0.0786
H -5.7390 4.4540 -6.0964  0.1013
H -5.2611 2.7926 -5.7076  0.0849
C -1.8288 -9.3966 -2.6386  -0.0650
C -2.9046 -10.3710 -2.2126  -0.2033
O -3.6512 -10.8700 -3.3327  0.0429
C -3.0454 -11.8111 -4.0479  -0.6185
O -1.9678 -12.2941 -3.8250  0.1237
O -3.8526 -12.1456 -5.0551  0.0055
C -3.3023 -13.1139 -5.9492  -0.0420
H -2.2580 -8.5948 -3.2327  0.0560
H -1.3413 -8.9641 -1.7645  0.0807
H -1.0704 -9.8921 -3.2450  0.0767
H -3.6344 -9.8665 -1.5825  0.1202
H -2.4932 -11.2030 -1.6412  0.1225
H -2.9636 -13.9956 -5.4105  0.0946
H -2.4777 -12.6806 -6.5129  0.0979
H -4.0993 -13.3917 -6.6323  0.0919

Output
SMILES   C[C@H](F)[C@]1(C)NC(=O)[C@](B(O)N(C)C)([C@H](C)F)[C@@]1(CP(=O)(O)O)C(=O)NC(=O)F.CCOC(=O)OC.CCOC(=O)OC.CCOC(=O)OC.CCOC(=O)OC.CCOC(=O)OC.CCOC(=O)OC.CCOC(=O)OC.CCOC(=O)OC
Energy   -4968.34463 Eh
Highest occupied orbital energy   -9.37 eV